Computed, not measured: one molecule with the formula C4H6P2 at a distorted geometry, with ωB97M-V/def2-TZVPD.

Its SMILES is C=C=CPP=C. As for the relative energy (zero: lowest compared OMol25 entry of this formula, charge and spin): 178.1 kJ/mol. The value obtained for the energy is -838.5883 hartree.

The geometry in ORCA input format:
```
! wB97M-V def2-TZVPD RIJCOSX def2/J DEFGRID3
* xyz 0 1
C 2.2480 -0.2719 -0.0828
C 1.3511 0.6495 0.1918
C 0.3681 1.3890 0.5571
P -1.2950 1.4507 -0.2781
P -2.2654 -0.4241 0.3645
C -1.4227 -1.5634 -0.5644
H 2.8131 -0.2668 -0.9856
H 2.1218 -1.2506 0.3420
H 0.3826 2.1162 1.4146
H -1.7793 2.1040 0.7855
H -1.7929 -2.4843 -0.3466
H -0.7295 -1.4482 -1.3980
*
```

Mulliken population analysis, charges in e, atoms 1 to 8: C -0.77; C 0.22; C -0.28; P -0.05; P 0.00; C -0.57; H 0.27; H 0.28